# 1
The following is a quantum chemistry calculation of a cluster of 3 separate species, C21H16O12 in total in a non-equilibrium geometry, from the Open Molecules 2025 dataset.

Results
2S+1 = 1
Energy = -46602.4636 eV
Lowest unoccupied orbital energy = -1.38 eV
SMILES = CC1=C(CC(=O)O)C(=O)C=CC1=O.O=C1C=C(O)C(=O)C=C1O.O=C1C=C(O)C(=O)C=C1O
E_HOMO = -9.5 eV

Each line ends with the Löwdin charge.
Cartesian coordinates (Å):
C 7.0548 -1.9165 2.2152  -0.031
C 6.5037 -0.5332 1.7838  -0.106
C 5.2029 -0.2631 1.4697  -0.071
C 4.1036 -1.3660 1.5225  -0.022
C 2.7339 -0.8141 2.1080  -0.454
O 2.7233 -0.3595 3.1953  0.161
O 1.5897 -0.9032 1.3032  0.010
C 4.8626 1.1842 1.0126  -0.295
O 3.7704 1.4788 0.6002  0.104
C 5.9155 2.3297 1.0162  0.021
C 7.2074 2.0684 1.3158  0.018
C 7.5692 0.6138 1.6899  -0.313
O 8.7171 0.3723 1.9502  0.096
H 7.8833 -1.7700 2.9652  0.093
H 6.3072 -2.5889 2.6960  0.075
H 7.5298 -2.4051 1.3271  0.102
H 4.3824 -2.2190 2.1996  0.119
H 3.9622 -1.8419 0.5078  0.137
H 1.9305 -0.6561 0.4186  0.139
H 5.5974 3.3696 0.7504  0.128
H 7.9664 2.8779 1.2888  0.125
O -1.3625 -2.1136 3.7290  0.121
C -2.1317 -1.5217 2.9966  -0.306
C -3.5731 -1.4694 3.2441  0.077
C -4.3818 -0.8205 2.4019  -0.228
O -5.7111 -0.7563 2.6094  0.103
C -3.8523 -0.1329 1.1855  -0.298
O -4.6298 0.4317 0.4343  0.095
C -2.4133 -0.1635 0.9493  0.084
C -1.5999 -0.8098 1.7932  -0.186
O -0.2655 -0.8489 1.5956  0.042
H -3.9440 -1.9727 4.1264  0.136
H -6.0675 -0.2363 1.8638  0.118
H -2.0433 0.3536 0.0738  0.132
H 0.0873 -1.3721 2.3359  0.120
O -3.2650 0.7977 -2.6017  0.108
C -4.0999 0.9018 -3.4803  -0.309
C -3.8514 0.4755 -4.8572  0.075
C -4.7927 0.6247 -5.7939  -0.233
O -4.5876 0.2378 -7.0664  0.102
C -6.1222 1.2298 -5.4765  -0.319
O -6.9430 1.3630 -6.3659  0.106
C -6.3810 1.6342 -4.0972  0.074
C -5.4411 1.4825 -3.1564  -0.227
O -5.6582 1.8447 -1.8827  0.100
H -2.8854 0.0414 -5.0754  0.135
H -5.4135 0.4536 -7.5411  0.118
H -7.3528 2.0542 -3.8775  0.136
H -4.8308 1.6336 -1.4027  0.087

# 2
The following is a quantum chemistry calculation of a structure of composition C19H12IN6O2S4SbTc, from the Open Molecules 2025 dataset.

Results
2S+1 = 1
Energy = -93104.9850 eV
Lowest unoccupied orbital energy = -5.30 eV
Total charge = +1
E_HOMO = -10.3 eV

Each line ends with the Löwdin charge.
Cartesian coordinates (Å):
Tc 1.3627 1.0698 0.5535  0.766
O -3.7607 -3.6777 1.0923  0.006
C -3.6797 -2.9547 0.0868  -0.675
O -4.4094 -2.7518 -0.8993  -0.007
C -2.4773 -2.0068 0.1308  -0.045
C -1.4695 -2.1370 1.0717  0.092
C -0.4440 -1.2171 1.1092  -0.178
N -0.3704 -0.1657 0.2671  -0.025
C -1.3680 -0.0280 -0.6293  -0.234
C -2.4090 -0.9163 -0.7281  0.078
C -1.4424 1.2185 -1.4593  -0.160
C -2.3794 2.1920 -1.1625  0.011
C -2.4415 3.3467 -1.9179  0.015
C -1.5537 3.5290 -2.9699  0.006
C -0.6738 2.5253 -3.2674  -0.048
N -0.6415 1.3944 -2.5318  -0.072
C 0.6181 -1.2447 2.1385  -0.179
C 0.7523 -2.2600 3.0654  0.035
C 1.7479 -2.1775 4.0217  0.003
C 2.5933 -1.0791 4.0367  -0.017
C 2.4267 -0.1063 3.0792  -0.092
N 1.4599 -0.1875 2.1468  -0.078
H -1.5713 -2.9485 1.7828  0.131
H -3.1963 -0.8077 -1.4694  0.144
H -3.0350 2.0276 -0.3191  0.145
H -3.1766 4.1067 -1.6868  0.135
H -1.5603 4.4228 -3.5762  0.131
H 0.0069 2.5560 -4.1066  0.137
H 0.0921 -3.1135 3.0261  0.130
H 1.8633 -2.9697 4.7501  0.131
H 3.3841 -0.9799 4.7663  0.124
H 3.0745 0.7559 3.0281  0.098
S 0.4549 4.5907 0.9200  -0.118
Sb 2.8035 4.7490 0.5667  0.660
S 3.3399 2.3572 0.5479  -0.078
S -0.0569 2.6096 1.3005  0.088
S 3.0523 3.2607 -1.3325  -0.043
N 1.9501 -4.6718 0.2445  0.144
C 2.3849 -3.7346 -0.2677  -0.330
N 2.9065 -2.6428 -0.8393  0.126
C 2.5421 -1.4783 -0.6688  -0.310
N 2.2714 -0.3216 -0.5536  -0.063
I -0.5892 -0.5364 -4.8034  0.945
C 0.2035 0.2788 -3.0254  -0.614
H 1.2067 0.6334 -3.2234  0.058
H 0.2085 -0.5092 -2.2951  0.026

# 3
The following is a quantum chemistry calculation of a cluster of 2 separate species, C13H16 in total in a non-equilibrium geometry, from the Open Molecules 2025 dataset.

Results
2S+1 = 1
Energy = -13733.5971 eV
Lowest unoccupied orbital energy (spin up / spin down) = -0.25 / -0.01 eV
E_HOMO (spin up / spin down) = -8.3 / -7.2 eV
Energy above the lowest of the compared OMol25 structures with the same formula, charge and spin = 565.7 kJ/mol

Each line ends with the Löwdin charge.
Cartesian coordinates (Å):
C 1.6201 -3.2354 -1.3790  -0.108
C 2.2852 -2.4754 -0.4413  -0.113
C 0.5913 -2.6566 -2.1030  -0.100
C 1.9227 -1.1707 -0.2183  -0.042
C 0.1185 -1.3554 -1.9028  -0.013
C 0.8491 -0.5425 -0.9670  -0.262
C -0.8562 -0.1017 1.5470  0.087
C -1.6651 0.1459 2.5813  -0.326
C 0.5420 0.7287 -0.4933  0.035
C 0.2988 2.0178 -0.7592  -0.295
C -2.5836 -0.7804 3.1981  -0.158
C -0.6435 2.8702 0.1012  -0.053
C 0.9596 2.7289 -1.9388  -0.078
H 2.0422 -4.2469 -1.4285  0.107
H 3.0001 -3.1423 0.1297  0.124
H -0.1345 -3.1624 -2.7303  0.097
H 2.4924 -0.4253 0.3891  0.129
H -0.8716 -1.1681 -2.3396  0.117
H -0.6343 -1.1053 1.1653  0.040
H -1.7580 1.2158 3.0190  0.119
H -2.4081 -0.6305 4.3131  0.091
H -2.3957 -1.8184 2.8666  0.087
H -3.6042 -0.3358 3.2529  0.085
H -0.1841 3.8272 0.4218  0.091
H -1.1146 2.3345 0.8271  0.001
H -1.4560 3.3340 -0.4411  0.076
H 1.7062 2.1496 -2.6101  0.107
H 1.5690 3.5831 -1.5325  0.078
H 0.3124 3.4174 -2.5273  0.076

# 4
The following is a quantum chemistry calculation of a cluster of 3 separate species, C23H48NO10PS2 in total in a non-equilibrium geometry, from the Open Molecules 2025 dataset.

Results
2S+1 = 1
Energy = -77551.2188 eV
Lowest unoccupied orbital energy = 0.44 eV
SMILES = CCCCCCCCO[P@@](=O)(OCCN)OCCCCOC=O.O=S1(=O)CCCC1.O=S1(=O)CCCC1
E_HOMO = -9.2 eV

Each line ends with the Löwdin charge.
Cartesian coordinates (Å):
C 2.9170 2.2303 1.6498  -0.142
C 3.8641 0.9414 1.7705  -0.264
C 4.1622 0.2351 0.3400  -0.202
C 2.9063 -0.7059 -0.0168  -0.205
C 2.9726 -1.2315 -1.5574  -0.174
C 1.5476 -1.9668 -1.8694  -0.187
C 1.6732 -3.5657 -1.8747  -0.163
C 0.3538 -4.3567 -1.4128  -0.229
O -0.8067 -3.5209 -1.1666  -0.229
P -0.9548 -3.0705 0.4622  0.667
O -2.0513 -3.9171 1.1121  -0.287
O 0.5729 -3.1944 1.1825  -0.257
C 0.5649 -4.0396 2.3689  -0.212
C 2.1009 -4.5498 2.5570  -0.241
N 3.0843 -3.4410 2.6674  -0.022
O -1.4310 -1.4315 0.6406  -0.223
C -2.4729 -1.0788 -0.3101  -0.235
C -3.9661 -1.4201 0.1620  -0.147
C -4.6748 -0.1449 0.8737  -0.160
C -6.2391 -0.0198 0.4592  -0.200
O -6.8412 -1.3230 0.7086  -0.085
C -8.2631 -1.2406 0.6841  -0.236
O -8.8695 -2.3341 0.5352  0.014
H 2.8592 2.8184 2.6368  0.069
H 3.2437 2.9510 0.8117  0.076
H 1.8380 1.8996 1.4114  0.068
H 3.2858 0.1761 2.4138  0.097
H 4.8445 1.1522 2.3228  0.099
H 5.0948 -0.4065 0.4762  0.108
H 4.2968 1.0573 -0.4451  0.092
H 2.7975 -1.5871 0.7011  0.080
H 1.9601 -0.0576 0.1372  0.114
H 3.8223 -1.9849 -1.6857  0.114
H 3.0755 -0.2853 -2.1993  0.068
H 0.8140 -1.5397 -1.1095  0.078
H 1.2101 -1.6187 -2.9190  0.118
H 2.6060 -3.8766 -1.2781  0.108
H 1.9041 -3.8665 -2.9671  0.117
H 0.0652 -5.0484 -2.2924  0.134
H 0.6099 -5.0722 -0.5493  0.119
H -0.0605 -4.9868 2.2808  0.123
H 0.2863 -3.3712 3.2562  0.135
H 2.3259 -5.1329 1.5829  0.118
H 2.1671 -5.3149 3.4215  0.117
H 3.5332 -3.2778 1.7609  0.051
H 2.6851 -2.5876 3.0729  0.064
H -2.4238 0.0710 -0.4230  0.128
H -2.3310 -1.4985 -1.3605  0.120
H -4.5837 -1.6094 -0.7960  0.124
H -4.0712 -2.3600 0.7944  0.114
H -4.2013 0.8434 0.5163  0.097
H -4.6089 -0.2676 2.0055  0.107
H -6.7572 0.8225 1.0528  0.110
H -6.3198 0.2510 -0.6588  0.140
H -8.8400 -0.2662 0.8304  0.161
O 4.1129 1.4793 -2.8778  -0.336
S 4.3449 1.1165 -4.2571  0.671
O 3.9786 -0.1770 -4.7871  -0.320
C 3.6462 2.3847 -5.2996  -0.231
C 4.7712 3.3982 -5.4647  -0.224
C 6.0404 2.5758 -5.6958  -0.218
C 6.0566 1.4545 -4.6547  -0.220
H 2.7561 2.8033 -4.8306  0.111
H 3.3871 1.9250 -6.2559  0.111
H 4.5755 4.0830 -6.2923  0.117
H 4.8773 3.9925 -4.5513  0.121
H 6.0165 2.1442 -6.7016  0.119
H 6.9395 3.1917 -5.6252  0.116
H 6.5223 0.5493 -5.0454  0.106
H 6.5607 1.7665 -3.7385  0.108
O -5.1511 2.7372 1.3916  -0.331
S -5.5292 3.2792 2.6774  0.672
O -6.9113 3.4497 3.0647  -0.323
C -4.6822 2.3597 3.9504  -0.225
C -3.3586 3.0922 4.1266  -0.219
C -3.7030 4.5828 4.1057  -0.218
C -4.6511 4.8182 2.9281  -0.223
H -4.5612 1.3219 3.6416  0.092
H -5.2862 2.4142 4.8588  0.113
H -2.8614 2.8039 5.0548  0.118
H -2.6863 2.8566 3.2951  0.122
H -4.2029 4.8543 5.0411  0.119
H -2.8081 5.2032 4.0209  0.116
H -5.3675 5.6124 3.1403  0.105
H -4.1028 5.0470 2.0126  0.106